92
Properties=species:S:1:pos:R:3 method="wB97M-V/def2-TZVPD" energy_ev=-89374.01859 e_above_lowest_kj_mol=59.9 gap_ev=8.4 e_homo_ev=-8.47
C 1.745 -3.354 -2.837
Hf 0.683 0.890 1.304
H 0.180 -0.539 -4.327
H -0.544 -2.872 2.670
H 0.904 0.642 4.796
H 1.979 2.970 -2.653
H 0.751 -4.451 0.626
H 3.177 1.583 -6.517
C -4.273 -3.593 1.971
N -0.520 2.412 2.800
C -0.073 5.204 -0.287
C -0.731 3.656 -1.998
C 0.392 4.161 0.495
C -1.461 0.139 -2.298
O 3.850 1.032 4.122
C -3.436 -4.634 2.370
H 0.816 4.395 1.467
H 6.767 0.917 0.160
S -1.823 -0.457 1.794
C -1.444 -1.235 -2.535
H -4.429 -1.493 1.511
C 5.699 0.999 0.315
C 2.574 1.468 -5.626
C -3.788 -2.307 1.821
H -0.339 2.998 6.090
C 1.900 2.236 -3.447
H 2.769 1.249 -1.332
C -2.443 -2.065 2.074
N 2.296 -1.588 -1.580
C 5.173 0.989 1.596
H -2.574 -2.979 -3.045
C 4.835 1.112 -0.761
H -1.981 3.057 1.499
H 0.011 6.225 0.066
C -2.370 3.744 3.495
C 1.004 1.172 -3.320
O -0.713 -0.201 2.759
C 3.806 1.101 1.750
C -2.671 0.821 -2.366
C -3.838 0.143 -2.693
H -2.438 4.243 5.585
H -0.520 -1.793 -2.420
H 5.783 0.898 2.484
C 0.618 -4.907 -1.235
N 1.841 1.360 3.042
H -4.776 0.682 -2.737
C -0.074 2.380 4.060
O -1.094 -0.421 0.488
C 3.172 1.137 3.114
C -1.650 3.075 2.528
C -0.740 3.036 5.087
H -4.714 -6.258 1.771
C -3.979 -6.025 2.541
H -1.048 5.771 -2.122
C -2.096 -4.359 2.626
H -3.182 -6.766 2.493
H -3.280 4.261 3.226
C 3.475 1.202 -0.518
H -2.714 1.878 -2.140
C 1.690 -2.480 -0.812
O 0.238 -5.632 -2.122
C 1.327 -3.635 -1.558
O -2.916 0.470 1.870
C -0.214 2.620 -1.213
C 1.670 0.419 -5.522
H -4.720 -1.745 -3.201
C -1.902 3.725 4.801
H 3.363 3.216 -4.664
C -3.808 -1.219 -2.951
H 1.839 2.116 4.995
N 2.969 1.213 0.711
O 1.161 -3.120 1.387
C 1.481 -2.194 0.642
C 2.680 2.380 -4.586
C 0.893 0.273 -4.381
H -4.472 -6.126 3.510
C 0.319 2.822 0.071
C 1.175 1.586 4.308
C -2.606 -1.911 -2.870
H 2.712 -1.615 -3.558
C -1.589 -3.078 2.484
H -1.134 3.451 -2.983
H 1.660 -3.940 -3.736
H -5.318 -3.796 1.769
C -0.666 4.952 -1.526
H -1.433 -5.159 2.929
O 0.359 -5.157 0.039
P 0.091 0.918 -1.743
O 1.626 -0.982 1.024
H 1.555 -0.282 -6.340
H 5.194 1.116 -1.781
N 2.329 -2.145 -2.793

9
Properties=species:S:1:pos:R:3 method="wB97M-V/def2-TZVPD" energy_ev=-88681.51646 e_above_lowest_kj_mol=531.2 gap_ev="7.4 / 7.4" e_homo_ev="-8.77 / -8.77"
Cl -3.353 2.576 0.092
H 1.341 -0.485 -0.170
C 2.216 1.433 0.058
H 2.379 2.625 -0.371
C 1.295 0.540 -0.219
N -0.851 1.584 -0.218
N -0.005 0.776 -0.468
C -1.644 2.500 0.002
Br 4.407 0.506 0.141

11
Properties=species:S:1:pos:R:3 method="wB97M-V/def2-TZVPD" energy_ev=-19551.34595 e_above_lowest_kj_mol=63.7 gap_ev=2.3 charge=+1 e_homo_ev=-13.14
O -0.233 1.825 3.231
O 0.801 -1.668 -1.842
H 1.953 -1.823 -3.614
C 0.968 -2.744 -2.490
O 0.385 -3.738 -2.031
H -0.632 2.041 4.110
C -1.184 2.511 2.596
O 1.706 -2.767 -3.573
O -2.067 3.147 3.190
O -1.301 2.440 1.345
In -0.396 0.775 -0.923

13
Properties=species:S:1:pos:R:3 method="wB97M-V/def2-TZVPD" energy_ev=-8137.64860 e_above_lowest_kj_mol=443.6 smiles="[H]/N=C1/CN[NH2+]N1" gap_ev=10.1 charge=+1 e_homo_ev=-14.05
N -0.230 -0.015 1.214
H -1.364 -1.235 -2.474
H -0.798 0.735 1.576
H 1.707 0.629 -1.394
C 0.875 0.757 -0.698
H -0.006 -0.613 2.065
N 1.040 0.400 0.710
H 0.506 1.746 -0.728
H 1.672 -0.254 1.015
N -0.444 -0.784 -2.149
N -0.922 -0.681 0.159
C -0.288 -0.336 -1.040
H -1.892 -0.450 0.030

16
Properties=species:S:1:pos:R:3 method="wB97M-V/def2-TZVPD" energy_ev=-8867.25376 e_above_lowest_kj_mol=189.0 smiles="C[C@H]1N[C@H]1CC=O" gap_ev=10.7 e_homo_ev=-9.65
H -2.003 -0.492 -0.810
H -1.231 -1.184 1.531
H 0.096 -0.152 -1.937
C 0.032 0.268 -0.935
N -0.887 1.384 -0.718
C 1.955 -1.028 0.029
C -1.255 0.053 -0.232
H -0.643 0.475 1.795
O 1.554 -2.047 -0.480
C 1.353 0.334 -0.210
H 1.252 0.859 0.747
C -1.377 -0.133 1.259
H 2.083 0.923 -0.785
H -1.387 1.615 -1.572
H -2.370 0.176 1.603
H 2.830 -1.051 0.715

13
Properties=species:S:1:pos:R:3 method="wB97M-V/def2-TZVPD" energy_ev=-9376.35026 e_above_lowest_kj_mol=71.9 smiles="CCC(=O)C=C=O" gap_ev=10.3 e_homo_ev=-9.80
H -1.234 -1.302 -0.381
C -1.238 -0.287 -0.792
O 1.011 -2.573 0.266
H -1.202 1.754 -0.040
H -2.261 -0.086 -1.126
H 2.681 0.049 0.448
H -0.596 -0.277 -1.681
C -0.804 0.772 0.227
C 1.281 -1.444 0.305
C 0.694 0.986 0.389
O 1.147 2.101 0.562
C 1.621 -0.166 0.360
H -1.208 0.536 1.221

Please write out number 5 again, unchanged.
16
Properties=species:S:1:pos:R:3 method="wB97M-V/def2-TZVPD" energy_ev=-8867.25376 e_above_lowest_kj_mol=189.0 smiles="C[C@H]1N[C@H]1CC=O" gap_ev=10.7 e_homo_ev=-9.65
H -2.003 -0.492 -0.810
H -1.231 -1.184 1.531
H 0.096 -0.152 -1.937
C 0.032 0.268 -0.935
N -0.887 1.384 -0.718
C 1.955 -1.028 0.029
C -1.255 0.053 -0.232
H -0.643 0.475 1.795
O 1.554 -2.047 -0.480
C 1.353 0.334 -0.210
H 1.252 0.859 0.747
C -1.377 -0.133 1.259
H 2.083 0.923 -0.785
H -1.387 1.615 -1.572
H -2.370 0.176 1.603
H 2.830 -1.051 0.715